i:
Computed, not measured: a 2-piece molecular cluster, C2HNO2S2 overall, with the ωB97M-V functional and the def2-TZVPD basis.

ORCA input file:
```
! wB97M-V def2-TZVPD RIJCOSX def2/J DEFGRID3
* xyz 0 1
O -0.34 -0.95 -1.67
C -0.82 -0.90 -0.61
N -1.83 -0.48 0.16
S -0.61 -1.50 1.03
H -1.91 0.50 0.42
O 0.88 1.95 0.04
C 1.74 1.20 0.19
S 2.87 0.18 0.43
*
```

The SMILES is O=C1NS1.O=C=S. The value obtained for the lowest unoccupied orbital energy is -0.10 eV. For the molecular weight, the calculation gives 135.17 g mol⁻¹.

Löwdin atomic charge list, values in e, 6 entries: atom 1 (O): 0.111, atom 2 (C): -0.894, atom 3 (N): -0.151, atom 4 (S): 0.853, atom 5 (H): 0.092, atom 6 (O): 0.095

ii:
Computed, not measured: a 2-piece molecular cluster, C2HNO2S2 overall, with the ωB97M-V functional and the def2-TZVPD basis.

ORCA input file:
```
! wB97M-V def2-TZVPD RIJCOSX def2/J DEFGRID3
* xyz 0 1
O 0.45 1.55 1.17
C 0.53 0.49 0.60
N 1.10 -0.47 -0.02
S 0.62 -2.04 -0.53
H 2.13 -0.20 -0.32
O -1.45 0.88 -1.39
C -1.62 0.37 -0.37
S -1.76 -0.58 0.85
*
```

The SMILES is O=C=[NH+][S-].O=C=S. The value obtained for the lowest unoccupied orbital energy is -0.92 eV. For the molecular weight, the calculation gives 135.17 g mol⁻¹.

Löwdin atomic charge list, values in e, 6 entries: atom 1 (O): 0.148, atom 2 (C): -0.433, atom 3 (N): -0.487, atom 4 (S): 0.358, atom 5 (H): 0.187, atom 6 (O): 0.156

Result of the stability comparison: ii is the least stable of them.

i:
Computed, not measured: a 2-piece molecular cluster, CH2O3S2 overall, with the ωB97M-V functional and the def2-TZVPD basis.

ORCA input file:
```
! wB97M-V def2-TZVPD RIJCOSX def2/J DEFGRID3
* xyz 0 1
C -0.36 -0.52 1.43
O 2.72 -0.89 0.92
O 2.69 -3.07 -0.20
O 0.57 0.28 1.60
S -0.24 -1.75 0.22
S 2.51 -2.34 0.99
H 1.35 0.43 0.92
H 0.73 -1.10 -0.29
*
```

The value obtained for the lowest unoccupied orbital energy is -1.47 eV. For the molecular weight, the calculation gives 126.16 g mol⁻¹.

Löwdin atomic charge list, values in e, 6 entries: atom 1 (C): -0.579, atom 2 (O): -0.477, atom 3 (O): -0.415, atom 4 (O): -0.093, atom 5 (S): 0.777, atom 6 (S): 0.838

ii:
Computed, not measured: CH2O3S2 as an isolated structure, with the ωB97M-V functional and the def2-TZVPD basis.

ORCA input file:
```
! wB97M-V def2-TZVPD RIJCOSX def2/J DEFGRID3
* xyz 0 1
C 0.43 -0.88 -0.64
O -0.66 -1.30 -0.31
O -2.19 1.08 0.82
O 0.16 0.63 1.32
S 0.47 0.65 -1.44
S -1.19 0.10 1.29
H 1.39 -1.41 -0.18
H 1.60 1.14 -0.86
*
```

The value obtained for the lowest unoccupied orbital energy is -1.05 eV. For the molecular weight, the calculation gives 126.16 g mol⁻¹.

Löwdin atomic charge list, values in e, 6 entries: atom 1 (C): -0.699, atom 2 (O): -0.224, atom 3 (O): -0.410, atom 4 (O): -0.503, atom 5 (S): 0.878, atom 6 (S): 0.887

iii:
Computed, not measured: CH2O3S2 in the gas phase, with the ωB97M-V functional and the def2-TZVPD basis.

ORCA input file:
```
! wB97M-V def2-TZVPD RIJCOSX def2/J DEFGRID3
* xyz 0 1
C 0.86 0.84 -0.76
O -0.50 -1.45 1.39
O -1.71 0.03 -0.18
O 0.61 0.68 0.53
S 2.30 1.31 -1.32
S -0.95 0.08 1.04
H 0.03 0.63 -1.42
H -0.64 -2.12 0.72
*
```

The value obtained for the lowest unoccupied orbital energy is 0.11 eV. For the molecular weight, the calculation gives 126.16 g mol⁻¹.

Löwdin atomic charge list, values in e, 6 entries: atom 1 (C): -0.827, atom 2 (O): -0.257, atom 3 (O): -0.408, atom 4 (O): -0.343, atom 5 (S): 0.697, atom 6 (S): 0.999

Result of the stability comparison: i is the least stable of them.

i:
Computed, not measured: a 2-piece molecular cluster, C2H8N2O4P overall, with the ωB97M-V functional and the def2-TZVPD basis.

ORCA input file:
```
! wB97M-V def2-TZVPD RIJCOSX def2/J DEFGRID3
* xyz -1 1
C -1.34 -0.83 -0.14
C -1.08 0.73 0.07
N -0.58 1.31 -1.06
N -2.55 -1.39 0.45
O 1.61 -0.03 -1.22
O 3.34 -0.84 0.42
O 2.24 1.36 0.97
O -1.57 1.37 1.01
P 1.74 -0.21 0.28
H -1.32 -0.92 -1.15
H -0.50 -1.37 0.21
H 0.37 0.69 -1.35
H -0.62 2.31 -0.91
H 2.86 1.15 1.67
H -3.38 -1.11 -0.20
H -2.76 -0.94 1.37
H 3.53 -1.27 -0.40
*
```

The value obtained for the lowest unoccupied orbital energy is 3.98 eV. For the molecular weight, the calculation gives 155.07 g mol⁻¹.

Löwdin atomic charge list, values in e, 6 entries: atom 1 (C): -0.265, atom 2 (C): -0.599, atom 3 (N): 0.069, atom 4 (N): -0.036, atom 5 (O): -0.457, atom 6 (O): -0.335

ii:
Computed, not measured: a 2-piece molecular cluster, C2H8N2O4P overall, with the ωB97M-V functional and the def2-TZVPD basis.

ORCA input file:
```
! wB97M-V def2-TZVPD RIJCOSX def2/J DEFGRID3
* xyz -1 1
C -0.50 -0.17 0.39
C 0.73 0.74 0.36
N -0.50 -1.35 1.05
N 1.56 0.20 -0.77
O -2.73 -1.22 -0.78
O -0.58 -0.52 -2.21
O -2.20 1.25 -1.23
O 0.28 2.06 0.16
P -1.75 -0.14 -0.94
H -1.63 1.23 1.51
H 1.37 0.76 1.31
H -1.04 -2.06 0.66
H 0.43 -1.56 1.37
H 0.99 -0.08 -1.53
H -0.74 0.43 -2.46
H 2.28 0.83 -1.07
H -0.63 2.09 0.42
*
```

The value obtained for the lowest unoccupied orbital energy (alpha / beta) is 3.75 / 3.75 eV. For the molecular weight, the calculation gives 155.07 g mol⁻¹.

Löwdin atomic charge list, values in e, 6 entries: atom 1 (C): -0.346, atom 2 (C): -0.456, atom 3 (N): 0.100, atom 4 (N): 0.055, atom 5 (O): -0.335, atom 6 (O): -0.253

Result of the stability comparison: ii is the least stable of them.

i:
Computed, not measured: C15H17NO2S as an isolated structure, with the ωB97M-V functional and the def2-TZVPD basis.

ORCA input file:
```
! wB97M-V def2-TZVPD RIJCOSX def2/J DEFGRID3
* xyz 0 1
C 2.59 -2.83 -4.69
H 3.23 -2.01 -4.65
O 2.30 -3.47 -3.34
C 1.98 -2.71 -2.43
C 1.78 -3.36 -1.38
C 1.62 -2.70 -0.15
C 1.47 -1.29 -0.20
C 1.30 -0.80 -1.35
C 1.71 -1.48 -2.51
H 1.81 -0.79 -3.42
H 1.24 0.19 -1.25
C 0.86 -0.80 1.15
N -0.49 0.11 0.81
C -1.44 -0.24 1.83
O -1.59 -1.09 2.57
C -2.55 0.65 1.34
C -2.32 2.16 0.86
C -2.14 2.57 -0.33
C -1.93 3.86 -0.18
C -1.50 4.38 1.00
S -1.98 3.13 2.11
H -1.11 5.29 1.29
H -1.63 4.41 -1.10
H -2.27 1.97 -1.13
H -3.56 0.42 2.29
H -3.25 0.16 0.59
H -0.45 0.86 0.11
C 1.92 0.31 1.70
H 1.81 0.91 2.43
H 2.14 1.21 0.78
H 2.86 -0.20 1.80
H 0.65 -1.40 1.90
H 1.47 -3.26 0.93
H 2.12 -4.43 -1.30
H 1.62 -2.46 -5.16
H 2.87 -3.77 -5.23
*
```

The value obtained for the lowest unoccupied orbital energy is 0.61 eV. For the molecular weight, the calculation gives 275.37 g mol⁻¹.

Löwdin atomic charge list, values in e, 6 entries: atom 1 (C): 0.020, atom 2 (H): 0.057, atom 3 (O): -0.002, atom 4 (C): -0.584, atom 5 (C): -0.021, atom 6 (C): 0.036

ii:
Computed, not measured: C15H17NO2S as an isolated structure, with the ωB97M-V functional and the def2-TZVPD basis.

ORCA input file:
```
! wB97M-V def2-TZVPD RIJCOSX def2/J DEFGRID3
* xyz 0 1
C -4.36 1.36 1.93
H -4.07 2.31 1.35
O -4.42 0.41 0.88
C -3.48 0.00 0.04
C -2.28 0.49 -0.10
C -1.38 0.20 -0.81
C -1.67 -0.87 -1.59
C -2.83 -1.37 -1.86
C -3.84 -0.99 -0.94
O -4.95 -1.70 -0.85
H -5.59 -1.05 -0.13
H -3.12 -2.10 -2.53
H -0.80 -1.22 -2.58
C 0.04 1.05 -0.83
N 1.00 0.04 -0.46
C 2.28 0.28 -0.23
C 2.91 1.44 -0.49
C 4.20 1.76 -0.43
C 5.23 0.88 -0.37
C 4.60 -0.46 0.00
C 3.22 -0.74 -0.23
S 2.53 -2.30 0.27
C 2.17 -2.13 1.93
H 3.00 -2.01 2.64
H 1.47 -1.26 1.74
H 1.80 -3.16 2.14
H 5.30 -1.52 0.04
H 6.22 1.11 -0.32
H 4.53 2.78 -0.54
H 2.24 2.39 -0.64
H 0.80 -0.82 -0.50
H 0.25 1.25 -2.02
H 0.02 1.90 -0.21
H -2.12 1.34 0.72
H -5.38 1.35 2.40
H -3.55 1.34 2.58
*
```

The value obtained for the lowest unoccupied orbital energy is 0.53 eV. For the molecular weight, the calculation gives 275.37 g mol⁻¹.

Löwdin atomic charge list, values in e, 6 entries: atom 1 (C): -0.057, atom 2 (H): 0.116, atom 3 (O): -0.098, atom 4 (C): -0.235, atom 5 (C): -0.118, atom 6 (C): -0.250

Result of the stability comparison: i is the least stable of them.

i:
Computed, not measured: a 2-piece molecular cluster, C5H12N3O overall, with the ωB97M-V functional and the def2-TZVPD basis.

ORCA input file:
```
! wB97M-V def2-TZVPD RIJCOSX def2/J DEFGRID3
* xyz 1 1
C -0.70 -0.59 2.10
C -1.17 -1.23 0.78
C -0.76 -0.44 -0.40
C 0.42 -0.50 -1.16
N 0.38 0.50 -2.13
C -0.80 1.13 -2.01
N -1.54 0.61 -0.95
N 0.83 -0.49 2.10
H -0.98 -1.20 2.92
H -1.07 0.43 2.22
H -0.77 -2.31 0.67
H -2.27 -1.34 0.84
H 1.25 -1.11 -1.04
H -1.11 1.93 -2.68
H -2.43 0.90 -0.66
H 1.20 -1.38 2.13
H 1.18 0.03 1.21
H 1.15 0.02 2.93
H 3.31 0.95 0.32
H 2.01 1.18 -0.57
O 2.36 0.92 0.34
*
```

The value obtained for the lowest unoccupied orbital energy is -3.13 eV. For the molecular weight, the calculation gives 130.17 g mol⁻¹.

Löwdin atomic charge list, values in e, 6 entries: atom 1 (C): -0.110, atom 2 (C): -0.128, atom 3 (C): -0.265, atom 4 (C): -0.123, atom 5 (N): 0.040, atom 6 (C): -0.127

ii:
Computed, not measured: a 2-piece molecular cluster, C5H12N3O overall, with the ωB97M-V functional and the def2-TZVPD basis.

ORCA input file:
```
! wB97M-V def2-TZVPD RIJCOSX def2/J DEFGRID3
* xyz 1 1
C -3.44 1.18 -0.20
C 0.81 0.55 -1.25
C 0.66 0.80 1.24
C 1.31 -1.42 0.24
C 0.46 -0.15 0.06
N -2.37 1.33 0.33
N -1.50 -1.58 0.05
N -0.93 -0.47 0.01
O -2.70 -1.76 0.03
H -4.18 1.97 -0.02
H -3.86 0.40 -0.84
H 1.84 0.90 -1.21
H 0.71 -0.12 -2.10
H 0.17 1.41 -1.40
H 0.43 0.30 2.18
H 0.01 1.66 1.14
H 1.69 1.13 1.27
H 1.06 -1.93 1.18
H 1.19 -2.10 -0.60
H 2.35 -1.13 0.29
H -0.88 -2.43 0.08
*
```

The value obtained for the lowest unoccupied orbital energy (alpha / beta) is -7.49 / -7.20 eV. For the molecular weight, the calculation gives 130.17 g mol⁻¹.

Löwdin atomic charge list, values in e, 6 entries: atom 1 (C): 0.007, atom 2 (C): -0.017, atom 3 (C): -0.026, atom 4 (C): -0.025, atom 5 (C): -0.610, atom 6 (N): 0.317

Result of the stability comparison: ii is the least stable of them.

i:
Computed, not measured: C20H21N3O5 in the gas phase, with the ωB97M-V functional and the def2-TZVPD basis.

ORCA input file:
```
! wB97M-V def2-TZVPD RIJCOSX def2/J DEFGRID3
* xyz 0 1
C -5.50 3.72 0.56
C -4.72 2.45 0.61
C -4.48 1.74 -0.56
C -3.76 0.56 -0.57
C -3.22 0.06 0.61
C -2.53 -1.27 0.60
O -3.14 -2.28 0.31
N -1.23 -1.28 0.97
C -0.39 -0.11 1.07
C 0.40 0.08 -0.24
N 0.55 -1.20 -0.91
C 1.42 -1.16 -2.07
C 2.86 -0.83 -1.76
C 3.31 0.48 -1.80
C 4.61 0.83 -1.46
C 5.45 -0.19 -1.08
C 5.02 -1.51 -1.05
C 3.73 -1.86 -1.38
O 6.05 -2.32 -0.65
C 7.15 -1.46 -0.44
O 6.77 -0.13 -0.71
C 0.81 -2.26 0.04
C -0.47 -2.51 0.85
C -3.44 0.74 1.79
C -4.18 1.93 1.79
N -4.34 2.57 3.07
O -3.54 2.30 3.93
O -5.27 3.35 3.22
H -6.48 3.58 1.02
H -5.64 4.04 -0.47
H -5.01 4.52 1.11
H -4.88 2.12 -1.49
H -3.61 0.02 -1.49
H 0.30 -0.27 1.90
H -0.98 0.78 1.28
H -0.16 0.74 -0.92
H 1.37 0.56 -0.01
H 1.35 -2.13 -2.56
H 1.01 -0.40 -2.75
H 2.63 1.26 -2.11
H 4.95 1.85 -1.49
H 3.42 -2.89 -1.36
H 7.98 -1.75 -1.12
H 7.50 -1.55 0.60
H 1.07 -3.17 -0.51
H 1.66 -2.02 0.71
H -0.22 -2.89 1.85
H -1.12 -3.23 0.35
H -3.06 0.37 2.73
*
```

The SMILES is Cc1ccc(C(=O)N2CCN(Cc3ccc4c(c3)OCO4)CC2)cc1[N+](=O)[O-]. The value obtained for the lowest unoccupied orbital energy is -0.42 eV. For the molecular weight, the calculation gives 383.40 g mol⁻¹.

Löwdin atomic charge list, values in e, 6 entries: atom 1 (C): -0.041, atom 2 (C): -0.180, atom 3 (C): -0.017, atom 4 (C): 0.011, atom 5 (C): -0.130, atom 6 (C): -0.422

ii:
Computed, not measured: C20H21N3O5 in the gas phase, with the ωB97M-V functional and the def2-TZVPD basis.

ORCA input file:
```
! wB97M-V def2-TZVPD RIJCOSX def2/J DEFGRID3
* xyz 0 1
C -6.92 -1.10 -1.18
C -5.50 -0.83 -0.69
C -5.38 0.56 -0.06
C -4.21 0.59 0.93
N -3.16 -0.32 0.52
C -1.86 0.03 0.37
C -0.82 -0.89 0.66
C 0.50 -0.52 0.63
C 0.89 0.79 0.34
C 2.30 1.28 0.37
O 2.56 2.43 0.63
N 3.22 0.31 0.08
C 4.61 0.41 0.04
C 5.29 1.57 0.39
C 6.68 1.64 0.35
C 7.36 0.51 -0.05
C 6.68 -0.65 -0.40
C 5.31 -0.73 -0.36
O 7.59 -1.62 -0.75
C 8.86 -1.02 -0.62
O 8.71 0.31 -0.17
C -0.11 1.70 0.02
C -1.44 1.32 -0.03
N -2.33 2.26 -0.64
O -2.17 3.44 -0.41
O -3.15 1.83 -1.43
C -3.55 -1.71 0.62
C -5.05 -1.87 0.34
H -7.23 -0.32 -1.87
H -6.98 -2.06 -1.68
H -7.61 -1.10 -0.34
H -4.82 -0.88 -1.55
H -5.23 1.30 -0.85
H -6.30 0.82 0.47
H -4.55 0.26 1.92
H -3.82 1.60 1.05
H -1.07 -1.89 0.94
H 1.24 -1.26 0.91
H 2.86 -0.59 -0.20
H 4.73 2.44 0.69
H 7.20 2.54 0.62
H 4.80 -1.64 -0.64
H 9.46 -1.59 0.11
H 9.37 -1.03 -1.59
H 0.16 2.71 -0.24
H -3.32 -2.12 1.62
H -2.98 -2.28 -0.12
H -5.63 -1.75 1.25
H -5.23 -2.88 -0.03
*
```

The SMILES is CC1CCN(c2ccc(C(=O)Nc3ccc4c(c3)OCO4)cc2[N+](=O)[O-])CC1. The value obtained for the lowest unoccupied orbital energy is -0.26 eV. For the molecular weight, the calculation gives 383.40 g mol⁻¹.

Löwdin atomic charge list, values in e, 6 entries: atom 1 (C): -0.072, atom 2 (C): -0.376, atom 3 (C): -0.140, atom 4 (C): -0.133, atom 5 (N): -0.084, atom 6 (C): -0.142

Result of the stability comparison: i is the least stable of them.

i:
Computed, not measured: C2H4N2S3 in the gas phase, with the ωB97M-V functional and the def2-TZVPD basis.

ORCA input file:
```
! wB97M-V def2-TZVPD RIJCOSX def2/J DEFGRID3
* xyz 0 1
S 1.18 -1.38 2.34
C -0.02 -1.28 1.26
N -0.39 -0.34 0.37
S -1.90 -0.39 -0.41
C 0.61 0.65 0.16
N 1.09 1.13 -0.89
S 0.42 0.56 -2.40
H -0.78 -2.08 1.22
H -2.47 0.66 0.34
H 0.92 1.15 1.04
H 1.34 1.33 -3.03
*
```

The SMILES is S=CN(S)/C=N\S. The value obtained for the lowest unoccupied orbital energy is 0.15 eV. For the molecular weight, the calculation gives 152.27 g mol⁻¹.

Löwdin atomic charge list, values in e, 6 entries: atom 1 (S): 0.676, atom 2 (C): -0.803, atom 3 (N): -0.561, atom 4 (S): 0.789, atom 5 (C): -0.424, atom 6 (N): -0.295

ii:
Computed, not measured: C2H4N2S3 in the gas phase, with the ωB97M-V functional and the def2-TZVPD basis.

ORCA input file:
```
! wB97M-V def2-TZVPD RIJCOSX def2/J DEFGRID3
* xyz 0 1
N 1.30 -0.31 1.13
N 1.18 0.32 -0.09
C -0.02 0.65 -0.56
S -0.08 1.71 -1.83
C -1.27 -0.05 0.05
S -1.81 0.48 1.44
S -1.92 -1.39 -0.90
H 1.03 0.35 2.09
H 0.86 -1.26 1.07
H 1.93 0.83 -0.42
H -1.21 -1.34 -1.99
*
```

The SMILES is NNC(=S)C(=S)S. The value obtained for the lowest unoccupied orbital energy is -0.83 eV. For the molecular weight, the calculation gives 152.27 g mol⁻¹.

Löwdin atomic charge list, values in e, 6 entries: atom 1 (N): -0.046, atom 2 (N): -0.136, atom 3 (C): -0.942, atom 4 (S): 0.634, atom 5 (C): -1.244, atom 6 (S): 0.725

Result of the stability comparison: ii is the least stable of them.